{
  "formula": "C53H54BrCsGe2N3O4Sb",
  "method": "ωB97M-V/def2-TZVPD",
  "homo_lumo_gap_ha": 0.26431,
  "energy_ha": -9505.35128,
  "lumo_ev": -0.6,
  "homo_energy_ev": -7.80,
  "relative_energy_ev": 0.000,
  "elements": ["C", "C", "Sb", "H", "C", "C", "C", "C", "H", "C", "H", "H", "H", "H", "H", "N", "H", "C", "C", "H", "C", "C", "H", "C", "H", "C", "C", "C", "H", "H", "C", "H", "C", "C", "H", "H", "H", "H", "H", "C", "H", "C", "C", "H", "H", "C", "H", "H", "H", "H", "C", "H", "O", "C", "N", "C", "H", "O", "C", "H", "C", "Cs", "C", "H", "H", "C", "C", "H", "C", "H", "C", "C", "H", "O", "H", "H", "H", "C", "H", "H", "H", "C", "H", "H", "C", "C", "H", "C", "N", "H", "Ge", "C", "C", "C", "H", "C", "H", "C", "H", "H", "H", "C", "H", "Ge", "O", "C", "C", "C", "H", "C", "H", "C", "H", "C", "H", "C", "Br", "C", "C"],
  "coordinates": [[-1.88, 0.85, 3.54], [4.10, 0.64, -2.76], [-2.16, -2.81, 1.07], [0.09, 8.19, -2.32], [1.36, 3.77, -2.72], [1.46, 5.19, -3.09], [0.73, 7.47, -2.81], [5.96, 1.96, 1.53], [-6.52, -5.36, 2.52], [2.46, 6.95, -4.39], [-5.18, -0.89, -2.73], [-1.79, 3.75, -1.48], [2.65, -0.90, -3.17], [3.90, -6.40, 0.22], [5.66, 0.38, 0.10], [2.31, -2.89, -0.16], [-2.19, -7.77, -0.87], [-4.78, -1.93, 2.33], [-3.91, -1.74, -1.23], [4.10, 1.05, -3.77], [2.81, 3.19, 0.14], [-4.12, -3.06, 1.87], [3.02, 4.89, -4.52], [-0.35, 0.10, -3.16], [2.55, 3.11, 1.20], [-4.29, -1.48, -2.54], [-3.56, -1.99, -3.60], [-2.56, 0.90, 2.25], [-1.86, 1.59, 5.56], [-0.65, -8.65, 0.85], [-6.69, -3.26, 2.92], [1.71, 8.93, -4.04], [-0.80, -5.42, 1.84], [4.37, 2.05, 3.34], [-0.98, -0.85, -5.02], [-4.27, 1.72, 1.24], [-3.86, -1.79, -4.62], [-0.35, 3.00, 1.14], [-0.26, 4.56, 0.37], [-1.80, -7.11, -0.11], [-4.30, -0.96, 2.30], [-0.74, 0.02, 3.81], [-0.44, -6.75, 1.83], [-4.25, -5.19, 1.60], [2.85, -0.56, -1.47], [-0.93, -7.60, 0.86], [0.71, -1.12, -4.62], [1.65, 2.88, -4.64], [4.97, -0.02, -2.67], [-0.05, 5.82, -1.71], [-2.37, 1.61, 4.61], [-2.85, -5.41, -0.85], [-3.31, 3.15, 6.62], [-3.49, 2.39, 4.47], [3.50, -0.78, 1.16], [2.81, -0.09, -2.45], [-1.84, -3.16, -4.16], [-4.98, 3.82, 5.44], [4.13, -4.29, 0.54], [-7.69, -3.34, 3.32], [-2.78, -2.51, -0.96], [0.21, -0.38, 0.58], [5.49, 2.55, 2.68], [-0.40, -4.76, 2.60], [-0.62, -0.75, -2.52], [-2.17, -5.77, -0.09], [-4.75, -4.30, 1.94], [-0.37, 0.08, 4.85], [-1.67, -4.91, 0.88], [-1.21, 0.78, -3.13], [3.51, -3.05, 0.40], [-1.74, 3.24, -0.51], [0.19, 0.45, -5.24], [-2.15, 0.28, 1.24], [-1.16, -3.61, -1.86], [5.11, -4.35, 0.98], [6.82, 2.37, 1.02], [5.32, 0.84, 1.02], [-2.57, 3.59, 0.10], [-5.09, 3.04, 3.18], [4.41, 4.64, 0.46], [4.20, 0.33, 1.68], [3.74, 4.65, -1.18], [3.18, 7.27, -5.14], [-6.06, -2.03, 2.85], [3.72, 0.94, 2.83], [2.83, 5.37, 0.14], [3.49, 4.54, -0.12], [-3.96, 3.17, 5.59], [3.51, 2.38, -0.07], [1.21, 1.09, -2.51], [-3.75, 1.70, 2.19], [-2.43, -2.75, -3.34], [3.45, -5.42, 0.12], [2.84, 0.54, 3.31], [2.37, 5.62, -4.05], [4.26, 1.48, -2.08], [-0.09, -0.38, -4.59], [-1.89, 2.17, -0.69], [0.23, -7.13, 2.59], [-6.56, -1.14, 3.21], [2.19, -5.27, -0.43], [4.01, 2.52, 4.25], [1.16, 2.94, -0.93], [-0.17, -0.74, 3.03], [1.64, 7.89, -3.78], [1.67, -3.98, -0.54], [-2.04, -3.00, -2.03], [-4.50, -1.35, -0.42], [1.48, 2.73, -3.57], [5.23, -1.91, 1.17], [0.65, 6.13, -2.46], [0.68, -3.84, -0.97], [-0.40, 3.49, 0.16], [1.60, -6.12, -0.74], [-4.20, 2.43, 3.25], [6.36, 4.08, 3.37], [-6.03, -4.39, 2.47], [4.16, -1.84, 0.93]],
  "mulliken_charge": [1.024, -1.354, 0.154, 0.406, -0.869, 0.355, -0.795, -0.727, 0.405, -0.766, 0.426, 0.444, 0.546, 0.438, 0.534, 0.216, 0.423, -0.380, -0.673, 0.368, 0.750, 0.293, 0.433, 0.667, 0.297, -0.634, -0.567, -0.154, 0.520, 0.395, -0.504, 0.387, -0.688, -0.557, 0.361, 0.573, 0.400, 0.381, 0.684, -0.703, 0.443, -0.665, -0.625, 0.344, -0.638, -0.558, 0.327, 0.515, 0.413, 0.276, -0.379, 0.472, -0.650, -0.772, 0.333, 0.653, 0.498, -0.654, -1.011, 0.358, 1.230, 1.592, -0.073, 0.395, -0.608, -0.161, -0.395, 0.260, 0.190, 0.446, 0.385, -1.037, 0.367, -0.179, -0.191, 0.480, 0.455, 0.073, 0.408, 0.526, 0.315, -0.245, 0.293, 0.377, -0.774, -0.448, 0.348, -1.312, 1.027, -0.705, 0.254, -0.296, -0.731, -0.641, 0.560, -0.315, 0.174, -1.519, 0.078, 0.423, 0.472, -0.696, 0.469, 0.297, -0.411, -0.376, 0.004, -0.379, 0.341, -0.630, 0.406, 0.110, 0.317, -0.732, 0.486, -0.441, -0.156, -0.691, -0.604]
}


{
  "formula": "Br2O2P",
  "method": "ωB97M-V/def2-TZVPD",
  "homo_lumo_gap_ha": 0.27358,
  "total_charge": -1,
  "energy_ha": -5640.03350,
  "lumo_ev": 2.6,
  "homo_energy_ev": -4.86,
  "relative_energy_ev": 0.455,
  "elements": ["Br", "Br", "P", "O", "O"],
  "coordinates": [[-2.67, -0.49, 0.17], [0.41, 1.99, -0.05], [0.52, -0.18, -0.05], [0.93, -0.74, -1.39], [0.81, -0.58, 1.33]],
  "nbo_charge": [-0.793, -0.232, 2.076, -1.020, -1.031]
}


{
  "formula": "C17H27N6O3Pt",
  "method": "ωB97M-V/def2-TZVPD",
  "homo_lumo_gap_ha": 0.31877,
  "total_charge": 1,
  "energy_ha": -1337.43924,
  "lumo_ev": -2.6,
  "homo_energy_ev": -11.31,
  "elements": ["H", "H", "C", "O", "H", "H", "C", "H", "C", "O", "N", "H", "H", "N", "H", "H", "C", "H", "C", "H", "H", "C", "C", "H", "H", "N", "C", "C", "H", "H", "C", "H", "N", "C", "C", "N", "N", "Pt", "C", "C", "H", "H", "H", "C", "O", "C", "H", "H", "H", "H", "H", "C", "H", "H"],
  "coordinates": [[-0.40, 2.24, 2.29], [-2.74, 3.09, 2.93], [3.02, -1.18, -3.16], [0.19, -1.54, 0.89], [-4.15, 0.11, 0.39], [3.76, 3.08, -2.53], [-0.19, -3.11, 4.08], [0.26, 1.38, -0.58], [4.78, 1.84, -3.96], [1.56, 2.92, -3.32], [-1.41, -1.51, 2.36], [-2.38, 1.41, 3.35], [4.70, 1.79, -1.79], [2.84, 1.23, -2.50], [-3.62, 2.34, 0.72], [-4.58, 1.80, 2.11], [-3.62, 1.69, 1.60], [1.44, -3.28, 2.71], [4.06, 2.04, -2.63], [0.21, 0.42, -4.75], [-1.28, 2.90, 1.09], [-1.44, -0.26, -3.56], [-1.97, -0.29, -2.28], [-3.74, -0.32, 1.93], [-1.97, -0.73, -4.36], [-1.40, -2.59, 4.39], [-2.08, -2.89, 5.65], [2.96, -0.16, -2.04], [2.06, -1.26, -3.67], [2.14, -0.39, -1.36], [-0.23, 0.38, -3.77], [4.10, 2.03, -4.79], [-3.49, 0.28, 1.13], [-2.48, 2.11, 2.52], [0.42, 0.97, -2.69], [-1.35, 0.28, -1.24], [-1.24, 2.13, 1.74], [-1.58, -0.41, 0.71], [-2.07, -1.73, 3.52], [0.48, -2.85, 2.93], [3.87, -0.20, -1.44], [-1.45, -3.57, 6.23], [3.26, -2.17, -2.76], [-0.19, -1.99, 2.03], [-3.16, -1.24, 3.77], [1.67, 1.79, -2.87], [-2.91, -0.78, -2.07], [-3.04, -3.36, 5.45], [3.78, -0.93, -3.90], [5.61, 2.54, -4.04], [5.18, 0.83, -4.05], [-0.19, 0.91, -1.45], [0.23, -3.76, 4.84], [-2.24, -1.98, 6.21]],
  "nbo_charge": [0.383, 0.199, -0.618, -0.646, 0.401, 0.234, 0.128, 0.226, -0.619, -0.597, -0.617, 0.214, 0.196, -0.421, 0.202, 0.216, -0.228, 0.258, -0.216, 0.243, 0.367, -0.236, 0.055, 0.435, 0.245, -0.392, -0.400, -0.216, 0.202, 0.208, -0.105, 0.220, -0.764, -0.240, -0.126, -0.471, -0.874, 0.899, 0.774, -0.389, 0.212, 0.215, 0.224, 0.612, -0.660, 0.651, 0.215, 0.231, 0.218, 0.227, 0.202, 0.066, 0.229, 0.229]
}


{
  "formula": "C4H10OS",
  "method": "ωB97M-V/def2-TZVPD",
  "homo_lumo_gap_ha": 0.35703,
  "energy_ha": -631.76739,
  "lumo_ev": 0.8,
  "homo_energy_ev": -8.92,
  "relative_energy_ev": 1.559,
  "elements": ["H", "H", "S", "H", "H", "H", "C", "H", "C", "O", "C", "H", "H", "H", "H", "C"],
  "coordinates": [[0.11, 0.08, -1.08], [1.67, 1.94, -0.50], [-2.43, -0.45, -0.14], [1.84, -1.24, 1.06], [-0.82, -0.27, 1.39], [1.28, 1.22, 1.16], [-0.08, 0.87, -0.40], [3.28, 0.30, 0.27], [-1.04, 0.53, 0.66], [2.15, -1.44, 0.13], [2.33, -0.01, -0.23], [-1.54, -1.14, -0.81], [-0.54, 1.72, -0.98], [2.53, -0.10, -1.41], [-1.48, 1.28, 1.26], [1.34, 1.10, 0.11]],
  "nbo_charge": [0.214, 0.234, -0.075, 0.453, 0.214, 0.200, -0.433, 0.170, -0.476, -0.707, -0.077, 0.109, 0.218, 0.177, 0.221, -0.442]
}


{
  "formula": "C7H10N4",
  "method": "ωB97M-V/def2-TZVPD",
  "homo_lumo_gap_ha": [0.20935, 0.17404],
  "energy_ha": -491.53792,
  "lumo_ev": [-2.9, -3.7],
  "homo_energy_ev": [-8.57, -8.39],
  "relative_energy_ev": 6.427,
  "elements": ["H", "H", "H", "N", "H", "H", "H", "C", "C", "C", "H", "H", "C", "N", "N", "C", "C", "C", "H", "N", "H"],
  "coordinates": [[0.20, -0.60, 2.02], [1.51, -0.94, -2.16], [2.80, -0.46, 0.36], [-1.53, -0.02, 0.06], [1.79, -1.03, 2.36], [-1.80, -2.07, -0.66], [-2.25, 1.78, 0.63], [-2.51, 0.82, 0.34], [0.71, 1.79, -0.16], [1.08, 0.56, -0.61], [1.55, -1.52, 0.21], [1.57, 0.70, -2.62], [0.97, 0.06, -1.97], [0.53, 2.83, 0.29], [-3.44, -1.00, -0.23], [1.30, -0.31, 1.86], [-2.14, -1.11, -0.32], [1.76, -0.45, 0.40], [1.61, 0.58, 2.21], [-3.65, 0.20, 0.17], [-0.05, 0.17, -2.18]],
  "nbo_charge": [0.244, 0.250, 0.246, -0.406, 0.212, 0.188, 0.189, 0.053, 0.154, 0.312, 0.244, 0.262, -0.697, -0.161, -0.292, -0.594, 0.031, -0.455, 0.207, -0.281, 0.294]
}


{
  "formula": "C28H28N5OSV",
  "method": "ωB97M-V/def2-TZVPD",
  "homo_lumo_gap_ha": [0.27290, 0.26621],
  "total_charge": 1,
  "energy_ha": -2774.80588,
  "spin_multiplicity": 4,
  "lumo_ev": [-2.2, -2.5],
  "homo_energy_ev": [-9.66, -9.79],
  "relative_energy_ev": 0.000,
  "elements": ["H", "H", "H", "H", "H", "H", "C", "H", "C", "H", "C", "C", "N", "C", "H", "C", "C", "C", "H", "H", "H", "H", "C", "C", "N", "O", "H", "H", "H", "C", "H", "C", "H", "C", "S", "C", "N", "H", "H", "C", "C", "C", "C", "C", "C", "N", "C", "H", "C", "C", "V", "H", "C", "H", "C", "H", "C", "H", "C", "H", "H", "C", "H", "N"],
  "coordinates": [[-0.97, -5.77, 0.93], [-3.50, -2.80, -0.65], [-2.04, 5.28, -1.92], [3.56, 1.46, 1.01], [4.71, -1.83, 3.18], [4.13, -0.93, -2.95], [4.11, -2.63, 3.61], [3.97, 1.23, -1.25], [-1.42, 3.34, -1.29], [-5.55, 4.56, -2.55], [-0.12, 2.51, 1.33], [2.99, -3.22, 1.44], [-3.30, 0.14, -1.82], [-4.31, -0.33, -2.59], [-4.56, 4.69, -4.01], [-3.66, -1.89, -1.20], [-2.90, 1.53, -1.73], [0.61, -3.31, 1.25], [-4.76, 0.28, -3.35], [0.50, 3.69, 2.99], [1.69, -2.15, -2.63], [-1.16, 2.77, 1.44], [0.47, -2.93, 2.57], [0.82, 3.02, 2.20], [2.08, 0.42, -0.83], [-0.52, -2.91, -1.12], [1.50, -2.44, 4.38], [2.83, 4.09, 3.57], [4.13, 3.40, 2.60], [-1.68, 1.97, -1.17], [4.73, -3.53, 3.63], [-0.83, -5.27, -0.03], [-1.64, -5.49, -0.71], [1.59, 1.31, 0.19], [-0.84, -3.52, 0.27], [3.27, 0.44, -1.45], [-2.88, -0.84, -0.96], [0.13, -5.54, -0.47], [-0.52, -2.79, 3.00], [-3.54, 3.81, -2.33], [0.24, 1.65, 0.28], [1.87, -3.45, 0.67], [2.87, -2.86, 2.79], [-4.57, -1.63, -2.22], [3.32, -0.64, -2.30], [1.34, -0.63, -1.25], [3.18, 3.18, 3.09], [1.97, -3.71, -0.38], [-2.31, 4.23, -1.86], [1.60, -2.73, 3.34], [-0.72, -0.80, -0.81], [3.98, -3.32, 1.00], [2.09, -1.27, -2.14], [-0.47, 3.71, -0.92], [-4.54, 4.76, -2.92], [-5.30, -2.30, -2.65], [-3.81, 2.45, -2.25], [-4.29, 5.79, -2.66], [2.53, 1.79, 1.09], [3.37, 2.44, 3.87], [3.87, -2.36, 4.64], [2.17, 2.67, 2.10], [-4.78, 2.11, -2.58], [-0.76, 1.11, -0.57]],
  "nbo_charge": [0.255, 0.213, 0.220, 0.215, 0.230, 0.248, -0.638, 0.240, -0.231, 0.222, -0.204, -0.193, -0.167, 0.012, 0.225, 0.001, 0.148, -0.243, 0.238, 0.222, 0.232, 0.231, -0.206, -0.193, -0.146, -1.001, 0.227, 0.226, 0.222, 0.125, 0.236, -0.802, 0.256, 0.150, 1.240, -0.002, -0.370, 0.249, 0.234, -0.028, 0.113, -0.211, 0.032, -0.325, -0.317, -0.369, -0.629, 0.234, -0.182, -0.199, 1.221, 0.226, -0.019, 0.226, -0.628, 0.250, -0.215, 0.223, -0.224, 0.224, 0.226, -0.016, 0.211, -0.744]
}